Computed, not measured: a molecular structure, C20H16MnN4O8S at a distorted geometry, with the ωB97M-V functional and the def2-TZVPD basis.

Calculated values
Net charge: -2
Energy above the lowest of the compared OMol25 structures with the same formula, charge and spin in kcal/mol: 0.7
E in a.u.: -3142.05015
LUMO (alpha / beta) in eV: 4.29 / 4.42
Spin multiplicity: 2
Frontier orbital gap (alpha / beta) in eV: 5.024 / 5.777

Last column: Mulliken charge in e.
Atoms and positions in Å:
Mn 1.20177 -0.69235 0.15040  0.098
O -0.15902 -1.18443 4.33558  -0.630
C -1.45524 -1.23822 4.01509  0.316
C -2.33948 -1.35802 5.09720  -0.607
C -3.70198 -1.45929 4.90347  -0.277
C -4.23103 -1.45148 3.61586  -0.737
C -3.36638 -1.32952 2.54296  -0.448
C -1.98805 -1.20998 2.71288  0.312
C -1.10683 -1.05621 1.52647  0.963
O 0.04152 -0.52038 1.72176  -0.706
N -1.53874 -1.50929 0.37635  -1.243
N -0.51901 -1.38828 -0.56074  1.023
C -0.76591 -1.83384 -1.73371  -0.408
C 0.19460 -1.85972 -2.81765  0.820
C -0.24551 -2.31702 -4.06618  -0.714
C 0.58912 -2.40331 -5.16068  -0.692
C 1.92732 -2.02129 -4.99985  -0.360
C 2.39690 -1.57123 -3.79022  -0.737
C 1.55894 -1.46527 -2.64453  0.435
O 2.06118 -1.02820 -1.54730  -0.677
H 0.44806 -1.16322 3.56040  0.386
H -1.90839 -1.37820 6.09033  0.402
H -4.35776 -1.55012 5.76275  0.339
H -5.29868 -1.53468 3.45445  0.346
H -3.73814 -1.31899 1.52677  0.417
H -1.76215 -2.23591 -1.91637  0.224
H -1.28694 -2.61200 -4.15831  0.303
H 0.22042 -2.75827 -6.11480  0.354
H 2.60809 -2.08128 -5.84323  0.339
H 3.43130 -1.27843 -3.66038  0.413
O 4.20136 -2.27239 1.64016  -0.754
S 2.87045 -1.73409 1.81270  1.344
O 2.76898 -0.31187 1.22434  -0.613
O 1.85141 -2.43449 0.92576  -0.596
O 2.41715 -1.71455 3.19957  -0.784
N 0.65035 6.24833 -0.40026  -0.466
C 0.22112 5.28458 -1.32301  0.441
O -0.31039 5.66184 -2.36919  -0.679
C 0.41403 3.89544 -0.95274  1.109
C 0.11217 2.87225 -1.87689  -0.941
C 0.33754 1.56183 -1.55608  -0.016
N 0.84877 1.15991 -0.36165  0.499
C 1.11989 2.13319 0.54411  -0.718
C 0.92324 3.46460 0.29700  -1.002
H 0.73868 7.15458 -0.83250  0.267
H 1.43385 5.99169 0.17848  0.204
H -0.28781 3.13467 -2.84655  0.439
H 0.12257 0.77295 -2.26472  0.289
H 1.51427 1.77784 1.48693  0.475
H 1.14240 4.16212 1.09579  0.250